# C44H47AsN4O3RuS4SiTe

A molecular structure, C44H47AsN4O3RuS4SiTe (ωB97M-V/def2-TZVPD, the OMol25 dataset).

Relative energy (zero: lowest compared OMol25 entry of this formula, charge and spin)   38.5 kJ/mol
Energy   -6630.711975 Ha
Spin multiplicity   5
HOMO energy (spin up / spin down)   -1.994 / -1.978 eV
Charge   -2
⟨S²⟩   6.0283
Frontier orbital gap (spin up / spin down)   5.4524 / 5.3935 eV
Lowest unoccupied orbital energy (spin up / spin down)   3.458 / 3.415 eV

```
106
C44H47AsN4O3RuS4SiTe | the OMol25 dataset | ωB97M-V/def2-TZVPD
Te -1.157 1.266 -0.205
Ru 1.833 -1.047 1.305
As 3.673 -1.104 3.959
S 3.971 -3.063 4.669
S 1.508 -0.652 3.628
S 4.712 0.368 5.062
S 4.117 -0.918 1.761
Si 2.609 -1.436 -1.901
O -0.498 -3.250 2.019
O 0.215 -8.096 1.407
O 1.579 1.740 1.204
N 2.249 -0.299 -0.618
N -0.167 -1.135 1.136
N 2.443 -8.173 1.068
N 1.801 -3.243 1.214
C 2.685 -5.410 1.774
C 2.783 2.696 3.061
C -1.919 2.946 -1.319
C 2.845 3.345 -0.026
C -2.674 5.261 -2.750
C -1.951 -2.034 -2.875
C 0.488 -3.780 1.020
C 2.790 -4.058 1.648
C -4.514 0.778 -0.832
C -0.668 2.107 -3.386
C -3.086 6.496 -3.514
C -3.592 -0.175 -1.548
C 4.385 -1.998 -1.896
C -4.130 -1.146 -2.395
C -3.328 -2.066 -3.055
C 0.389 -5.258 1.053
C -2.296 -1.747 2.159
C 2.781 0.996 -0.716
C 2.428 2.039 0.166
C -1.398 -1.065 -2.051
C 3.685 1.375 -1.728
C 2.745 3.455 4.223
C 4.143 2.674 -1.904
C 1.630 -3.017 -1.909
C -3.191 3.864 0.721
C -2.666 -0.487 2.613
C -1.907 4.269 -3.347
C 1.279 -7.505 1.315
C -2.695 3.943 -0.707
C 1.561 4.043 4.651
C -0.878 -2.003 1.747
C -3.253 -2.755 2.077
C 3.706 3.681 -1.062
C 0.424 3.098 2.756
C -1.517 3.123 -2.659
C -4.947 -1.218 2.832
C 1.618 2.527 2.344
C -2.201 -0.133 -1.392
C -3.987 -0.221 2.945
C 1.433 -6.014 1.415
C -4.577 -2.489 2.406
C -3.059 5.079 -1.432
C 2.166 -0.645 -3.569
C 0.397 3.859 3.916
H 3.727 -3.573 1.871
H -0.542 -5.715 0.736
H -5.522 0.364 -0.770
H -1.235 1.196 -3.591
H -3.778 -2.810 -3.701
H 1.478 -1.296 -4.118
H 1.680 0.326 -3.436
H -5.208 -1.186 -2.521
H -0.537 4.300 4.246
H 0.082 -3.392 0.087
H 0.554 -2.874 -1.785
H -4.150 0.975 0.178
H 5.100 -1.207 -2.132
H -2.903 2.935 1.204
H -5.318 -3.277 2.332
H 3.048 -0.487 -4.201
H -0.313 2.513 -4.335
H -0.472 2.932 2.173
H -5.979 -1.010 3.089
H 1.542 4.621 5.567
H 3.645 3.535 4.818
H -4.136 6.443 -3.814
H 4.527 -2.818 -2.608
H 3.516 -5.967 2.185
H -3.657 5.844 -0.941
H 4.847 2.885 -2.701
H -4.265 0.767 3.295
H 4.028 4.706 -1.194
H -4.564 1.739 -1.350
H -0.324 -1.011 -1.916
H -2.949 -3.741 1.754
H -2.794 4.693 1.313
H 2.497 4.105 0.661
H 4.630 -2.369 -0.895
H -1.309 -2.750 -3.375
H -2.488 6.614 -4.418
H 4.055 0.617 -2.400
H 1.976 -3.718 -1.148
H -4.282 3.939 0.745
H -1.903 0.272 2.727
H 2.420 -9.176 1.060
H 3.695 2.208 2.745
H 1.799 -3.465 -2.895
H 0.196 1.814 -2.786
H 3.319 -7.683 1.051
H -1.582 4.398 -4.376
H -2.965 7.394 -2.905
```

Results of the Mulliken charge analysis, in e, for atoms 1 through 8: 0.42, -1.28, 0.31, -0.53, -0.46, -0.57, -0.58, 0.46

# C44H47BClF4NP2Pb

A molecular structure, C44H47BClF4NP2Pb (ωB97M-V/def2-TZVPD, the OMol25 dataset).

Relative energy (zero: lowest compared OMol25 entry of this formula, charge and spin)   18.4 kJ/mol
Energy   -3519.961864 Ha
Spin multiplicity   1
HOMO energy   -7.839 eV
Frontier orbital gap   7.0707 eV
Lowest unoccupied orbital energy   -0.768 eV

```
101
C44H47BClF4NP2Pb | the OMol25 dataset | ωB97M-V/def2-TZVPD
Pb -0.527 -0.675 -0.089
Cl -1.440 -0.147 2.216
P 1.796 -1.168 1.462
P -2.940 -0.156 -1.382
F 1.153 -2.878 -3.867
F 1.076 -1.975 -1.740
F 3.015 -1.814 -2.982
F 1.154 -0.588 -3.606
N -0.179 1.340 -0.861
C -4.627 -0.068 -0.604
C -2.433 1.460 -1.937
C -3.293 2.224 -2.757
C 0.284 -3.524 1.008
C -3.037 3.524 -3.117
C -1.122 3.113 1.348
C 1.729 -0.632 3.194
C 1.065 -5.709 1.796
C -1.131 -5.517 0.710
C -2.085 -4.782 0.080
C -1.228 2.026 -1.477
C 2.243 -5.159 2.202
C 0.070 -4.919 1.174
C 1.500 -2.958 1.502
C 2.456 -3.775 2.047
C 1.661 0.744 3.401
C 5.810 -0.317 1.369
C 5.291 -1.692 -0.538
C 2.115 1.903 -0.310
C 3.677 4.335 2.171
C 3.038 2.632 0.430
C -1.856 4.089 -2.619
C 4.478 -0.355 1.765
C 1.289 3.707 1.632
C 0.327 2.966 0.948
C -4.190 -0.985 -3.852
C 1.685 -1.492 4.285
C -0.990 3.375 -1.831
C 3.963 -1.735 -0.149
C 6.217 -0.989 0.223
C -3.971 4.308 -4.005
C 1.512 0.398 5.771
C 1.561 1.260 4.681
C -1.865 -3.401 -0.144
C -3.083 -1.277 -2.843
C 1.578 -0.973 5.570
C 2.647 3.552 1.394
C 2.560 1.000 -1.422
C 3.555 -1.080 1.015
C -1.719 -1.332 -3.525
C -0.728 -2.815 0.312
C -4.520 0.372 0.858
C -5.700 0.791 -1.276
C 0.749 2.078 -0.058
B 1.622 -1.814 -3.106
H 3.210 4.947 2.943
H 2.036 1.221 -2.350
H -4.801 3.689 -4.346
H 3.396 -3.348 2.376
H 1.408 0.793 6.774
H 1.719 -2.563 4.148
H -1.264 -6.583 0.852
H 4.095 2.486 0.226
H -1.718 -2.067 -4.331
H -3.841 -0.249 1.433
H -1.625 3.888 0.764
H 3.636 1.071 -1.583
H -1.606 5.114 -2.875
H 4.395 3.664 2.650
H -4.029 -0.033 -4.360
H 5.596 -2.202 -1.444
H -4.943 -1.118 -0.625
H -0.060 3.829 -1.516
H 1.536 -1.648 6.415
H -5.183 -0.994 -3.408
H 7.256 -0.961 -0.079
H 3.242 -2.264 -0.764
H 6.529 0.238 1.959
H 4.244 4.996 1.512
H -2.613 -2.827 -0.677
H -5.435 1.847 -1.235
H -3.450 4.689 -4.885
H -5.507 0.329 1.324
H -1.444 -0.363 -3.944
H -6.625 0.661 -0.709
H 0.960 4.400 2.401
H -1.670 2.183 1.213
H -0.922 -1.627 -2.842
H 3.012 -5.773 2.650
H -5.910 0.525 -2.309
H 1.667 1.411 2.547
H 2.332 -0.046 -1.214
H -4.189 1.761 -3.142
H -4.161 1.404 0.922
H -3.285 -2.254 -2.395
H -4.388 5.167 -3.476
H -4.166 -1.767 -4.615
H 1.497 2.331 4.827
H -2.999 -5.243 -0.271
H -1.186 3.385 2.402
H 4.164 0.172 2.656
H 0.875 -6.768 1.931
```

Results of the Mulliken charge analysis, in e, for atoms 1 through 8: 1.35, -0.47, 2.19, 0.55, -0.36, -0.09, -0.33, -0.35

Number 1: largest force on an atom 0.842 eV/Å. Number 2: largest force on an atom 0.792 eV/Å.